Molecular formula: C23H49FInN2O18
Method: DFT, ωB97M-V/def2-TZVPD

Calculated values
Net charge: -1
Calculated total energy: -72372.5012 eV
Max |F|: 0.0066 hartree/bohr

Structure (XYZ):
```
94
C23H49FInN2O18 (ωB97M-V/def2-TZVPD)
C -0.348 -2.431 1.388
C 0.522 -3.431 0.658
N 0.233 -4.673 0.830
C 1.622 -2.893 -0.136
In 3.347 -2.340 1.192
N 3.972 -0.351 0.725
C 5.092 -3.687 0.825
C 6.366 -3.149 1.480
F 5.364 -3.850 -0.576
H 0.000 -2.360 2.421
H -1.368 -2.821 1.393
H -0.307 -1.445 0.926
H 0.900 -5.246 0.310
H 1.344 -1.958 -0.627
H 1.967 -3.604 -0.892
H 2.852 -2.444 2.886
H 4.828 -0.373 0.180
H 4.203 0.113 1.599
H 4.901 -4.695 1.206
H 7.188 -3.183 0.756
H 6.650 -3.736 2.357
H 6.271 -2.110 1.814
C -1.674 -2.264 -2.184
O -0.899 -1.061 -2.183
C -1.462 -0.031 -2.793
O -2.538 -0.034 -3.345
O -0.649 1.016 -2.693
C -1.116 2.208 -3.320
H -1.092 -3.000 -1.637
H -2.623 -2.104 -1.673
H -1.859 -2.604 -3.201
H -2.067 2.522 -2.893
H -1.226 2.060 -4.394
H -0.353 2.954 -3.125
C -3.615 -5.224 1.868
O -4.260 -3.953 1.688
C -5.393 -3.803 2.357
O -5.918 -4.620 3.071
O -5.868 -2.578 2.109
C -7.093 -2.277 2.781
H -2.703 -5.185 1.278
H -3.362 -5.376 2.915
H -4.264 -6.029 1.527
H -6.963 -2.328 3.860
H -7.879 -2.965 2.476
H -7.361 -1.266 2.485
C -3.492 1.195 -6.079
O -2.948 1.575 -7.355
C -2.940 0.607 -8.262
O -3.355 -0.513 -8.116
O -2.391 1.086 -9.383
C -2.312 0.134 -10.446
H -3.432 2.084 -5.460
H -4.530 0.887 -6.189
H -2.916 0.390 -5.631
H -3.305 -0.214 -10.725
H -1.702 -0.718 -10.154
H -1.851 0.662 -11.275
C 7.546 0.833 0.674
O 8.309 1.884 1.291
C 8.210 1.935 2.614
O 7.583 1.184 3.313
O 8.918 2.985 3.049
C 8.857 3.169 4.468
H 7.741 0.923 -0.390
H 7.869 -0.141 1.033
H 6.483 0.958 0.870
H 9.255 2.297 4.985
H 7.831 3.341 4.789
H 9.470 4.042 4.673
C -5.972 0.533 -0.751
O -6.597 1.814 -0.923
C -7.723 1.969 -0.240
O -8.239 1.151 0.478
O -8.199 3.194 -0.481
C -9.418 3.493 0.202
H -5.075 0.552 -1.363
H -5.708 0.371 0.291
H -6.633 -0.262 -1.091
H -9.278 3.434 1.280
H -10.205 2.803 -0.098
H -9.673 4.507 -0.091
C 2.630 4.707 6.495
O 2.669 4.685 5.067
C 3.870 4.401 4.558
O 4.868 4.198 5.200
O 3.772 4.387 3.234
C 4.990 4.046 2.562
H 1.602 4.946 6.753
H 2.904 3.735 6.901
H 3.306 5.466 6.886
H 5.306 3.040 2.835
H 5.774 4.760 2.813
H 4.768 4.088 1.501
```

***

Molecular formula: C23H49GaN2OP3S
Method: DFT, ωB97M-V/def2-TZVPD

Calculated values
Net charge: +3
Calculated total energy: -120723.8895 eV
Relative energy (zero: lowest compared OMol25 entry of this formula, charge and spin): 0.0 kcal per mole
Max |F|: 0.0374 hartree/bohr

Structure (XYZ):
```
80
C23H49GaN2OP3S (ωB97M-V/def2-TZVPD)
Ga 0.729 0.033 0.321
P 0.837 -0.908 2.438
P -0.019 2.746 1.368
P 2.968 0.931 0.655
H 3.205 -2.686 -5.344
C 4.066 -3.039 -4.781
C 4.005 -3.706 -3.627
H 3.139 -3.710 -2.955
C -0.426 -2.164 2.623
C 0.488 0.269 3.759
C 2.334 -1.810 2.870
C -0.196 3.787 -0.145
C -1.732 2.768 1.977
C 0.715 3.990 2.509
C 4.025 -0.440 0.149
C 3.538 1.517 2.288
C 3.306 2.300 -0.488
H 5.042 -2.769 -5.171
H 4.877 -4.299 -3.357
H -0.373 -2.904 1.819
H -1.417 -1.708 2.610
H -0.231 -2.653 3.586
H -0.556 0.602 3.662
H 1.141 1.151 3.735
H 0.613 -0.244 4.724
H 2.781 -2.256 1.976
H 2.041 -2.622 3.547
H 3.061 -1.168 3.375
H -0.603 4.777 0.094
H -0.851 3.279 -0.861
H 0.793 3.900 -0.603
H -1.975 3.831 2.101
H -1.880 2.244 2.931
H -2.408 2.330 1.234
H 0.181 4.952 2.420
H 1.776 4.147 2.271
H 0.631 3.631 3.548
H 5.036 -0.038 0.011
H 3.672 -0.862 -0.800
H 4.056 -1.239 0.892
H 4.477 2.078 2.166
H 3.735 0.680 2.971
H 2.808 2.189 2.763
H 4.358 2.276 -0.813
H 3.106 3.260 0.008
H 2.663 2.227 -1.379
C 0.712 -1.677 -2.476
C 1.523 -0.567 -2.795
C 1.774 -0.278 -4.133
C 1.232 -1.072 -5.127
C 0.628 -2.293 -4.790
C 0.213 -2.517 -3.484
S 0.431 -2.080 -0.843
H -0.142 0.782 -0.803
H 1.931 0.062 -1.984
H 2.403 0.565 -4.388
H 1.352 -0.809 -6.175
H 0.490 -3.091 -5.520
H -0.446 -3.333 -3.189
C -4.056 -0.498 2.704
N -4.349 -0.298 1.312
C -5.739 -0.205 0.935
C -5.824 0.243 -0.496
C -4.899 -0.607 -1.335
N -3.548 -0.390 -0.878
C -2.467 -0.677 -1.791
C -3.280 -0.346 0.460
O -2.107 -0.354 0.921
H -3.443 0.305 3.142
H -3.499 -1.456 2.851
H -5.010 -0.562 3.272
H -6.217 -1.186 1.063
H -6.240 0.510 1.590
H -5.554 1.303 -0.559
H -6.836 0.135 -0.882
H -4.944 -0.329 -2.400
H -5.130 -1.698 -1.219
H -1.815 -1.478 -1.414
H -2.882 -0.961 -2.769
H -1.799 0.188 -1.874
```

***

Molecular formula: C23H49LuN2O2P3
Method: DFT, ωB97M-V/def2-TZVPD

Calculated values
Net charge: +3
Calculated total energy: -93184.8739 eV
Max |F|: 0.0561 hartree/bohr

Structure (XYZ):
```
80
C23H49LuN2O2P3 (ωB97M-V/def2-TZVPD)
Lu 0.042 -0.165 0.297
P 2.270 1.118 1.475
P -0.676 2.347 -0.648
P 2.277 -0.474 -1.435
H -1.948 -2.106 -0.208
C -0.917 -2.307 -0.523
C -0.008 -2.680 0.452
H -0.379 -2.821 1.479
C 1.883 1.558 3.231
C 3.039 2.679 0.888
C 3.741 0.057 1.701
C -2.011 1.797 -1.795
C -1.579 3.707 0.172
C 0.360 3.175 -1.908
C 3.100 -2.112 -1.348
C 3.551 0.671 -2.054
C 1.386 -0.729 -2.994
H -0.813 -2.532 -1.584
H 0.942 -3.186 0.253
H 1.741 0.658 3.845
H 0.966 2.164 3.271
H 2.709 2.135 3.669
H 2.264 3.444 0.744
H 3.562 2.518 -0.063
H 3.757 3.038 1.640
H 3.481 -0.809 2.319
H 4.538 0.622 2.196
H 4.110 -0.311 0.737
H -2.409 2.640 -2.379
H -2.839 1.336 -1.237
H -1.591 1.059 -2.487
H -1.909 4.467 -0.557
H -0.930 4.168 0.931
H -2.458 3.309 0.700
H -0.153 4.070 -2.285
H 0.577 2.501 -2.746
H 1.331 3.455 -1.489
H 3.653 -2.285 -2.284
H 2.341 -2.901 -1.225
H 3.788 -2.125 -0.491
H 3.906 0.295 -3.024
H 4.385 0.726 -1.349
H 3.122 1.672 -2.194
H 2.032 -1.153 -3.774
H 0.948 0.218 -3.336
H 0.568 -1.432 -2.819
C -1.535 -1.574 -4.781
C -2.680 -1.185 -5.491
C -3.113 -2.024 -6.529
C -2.374 -3.165 -6.887
C -1.167 -3.465 -6.241
C -0.713 -2.628 -5.209
O -1.256 -1.058 -3.520
H -1.914 -0.400 -3.195
H -3.228 -0.298 -5.178
H -4.029 -1.779 -7.075
H -2.741 -3.824 -7.680
H -0.577 -4.343 -6.520
H 0.206 -2.833 -4.649
C 0.643 -1.734 3.981
N -0.503 -0.896 4.305
C -1.149 -1.082 5.591
C -1.653 0.267 6.028
C -2.740 0.660 5.067
N -2.198 0.561 3.715
C -2.875 1.320 2.682
C -1.135 -0.166 3.390
O -0.713 -0.150 2.155
H 1.069 -2.116 4.912
H 1.439 -1.162 3.496
H 0.365 -2.582 3.349
H -1.985 -1.785 5.490
H -0.443 -1.527 6.285
H -0.831 0.998 5.994
H -2.018 0.252 7.061
H -3.136 1.670 5.213
H -3.594 -0.015 5.220
H -3.181 0.659 1.859
H -3.756 1.807 3.119
H -2.237 2.120 2.279
```

***

Molecular formula: C23H49N2O2P3Y
Method: DFT, ωB97M-V/def2-TZVPD

Calculated values
Net charge: +3
Calculated total energy: -60608.2546 eV
Relative energy (zero: lowest compared OMol25 entry of this formula, charge and spin): 3.0 kcal per mole
Max |F|: 0.0479 hartree/bohr

Structure (XYZ):
```
80
C23H49N2O2P3Y (ωB97M-V/def2-TZVPD)
Y -0.204 -0.158 -0.238
P 1.954 1.141 1.254
P -0.865 2.244 -1.385
P 2.207 -0.347 -1.978
H -1.529 -3.609 0.000
C -0.492 -3.917 -0.196
C 0.372 -4.204 0.800
H 0.026 -4.315 1.828
C 1.558 1.634 2.975
C 2.775 2.702 0.764
C 3.412 0.102 1.675
C -2.238 2.185 -2.604
C -1.413 3.518 -0.193
C 0.506 3.061 -2.266
C 3.012 -1.914 -1.428
C 3.719 0.707 -1.913
C 2.149 -0.572 -3.796
H -0.228 -4.005 -1.254
H 1.446 -4.316 0.634
H 1.509 0.768 3.640
H 0.593 2.149 3.013
H 2.349 2.302 3.335
H 2.014 3.464 0.551
H 3.392 2.571 -0.129
H 3.406 3.045 1.599
H 3.078 -0.779 2.238
H 4.103 0.683 2.305
H 3.937 -0.269 0.791
H -2.575 3.210 -2.753
H -3.064 1.579 -2.198
H -1.956 1.812 -3.598
H -1.762 4.405 -0.725
H -0.602 3.815 0.481
H -2.252 3.154 0.407
H 0.127 3.987 -2.708
H 0.892 2.410 -3.062
H 1.324 3.313 -1.579
H 3.677 -2.295 -2.215
H 2.246 -2.666 -1.191
H 3.594 -1.721 -0.516
H 4.439 0.410 -2.690
H 4.206 0.606 -0.932
H 3.446 1.756 -2.074
H 3.155 -0.816 -4.166
H 1.819 0.371 -4.249
H 1.426 -1.353 -4.057
C -1.891 -1.586 -3.078
C -2.921 -0.951 -3.770
C -3.035 -1.237 -5.141
C -2.127 -2.150 -5.725
C -1.213 -2.904 -4.944
C -1.149 -2.638 -3.575
O -1.360 -0.932 -1.917
H -1.217 0.036 -2.166
H -3.525 -0.193 -3.280
H -3.819 -0.766 -5.759
H -2.127 -2.306 -6.818
H -0.577 -3.691 -5.400
H -0.429 -3.155 -2.918
C -2.742 1.625 2.382
N -2.318 0.578 3.289
C -2.675 0.782 4.679
C -2.521 -0.517 5.385
C -1.093 -0.977 5.231
N -0.739 -1.028 3.825
C 0.482 -1.757 3.500
C -1.402 -0.311 2.904
O -1.085 -0.419 1.653
H -1.949 2.372 2.214
H -3.562 2.158 2.875
H -3.082 1.211 1.425
H -2.041 1.553 5.136
H -3.697 1.142 4.676
H -3.191 -1.270 4.963
H -2.756 -0.397 6.442
H -0.943 -1.982 5.644
H -0.414 -0.277 5.760
H 1.303 -1.105 3.168
H 0.815 -2.246 4.427
H 0.310 -2.509 2.719
```

***

Molecular formula: C23H49N4O3S
Method: DFT, ωB97M-V/def2-TZVPD

Calculated values
Net charge: +1
Calculated total energy: -47574.1356 eV
Max |F|: 0.0221 hartree/bohr
Spin multiplicity: 3

Structure (XYZ):
```
80
C23H49N4O3S (ωB97M-V/def2-TZVPD)
N 4.400 0.825 4.536
C 5.261 -0.142 3.870
C 4.617 -0.844 2.675
S 3.364 -2.090 3.081
C 1.721 -1.324 3.100
C 1.161 -0.788 4.436
C 0.421 0.529 4.179
N 1.240 1.577 3.722
O -0.776 0.586 4.274
H 4.146 0.527 5.469
H 3.552 1.008 4.013
H 5.590 -0.900 4.590
H 6.147 0.366 3.471
H 5.377 -1.396 2.116
H 4.135 -0.139 1.989
H 3.636 -2.272 4.384
H 1.765 -0.541 2.333
H 1.082 -2.127 2.721
H 0.433 -1.504 4.823
H 1.945 -0.636 5.184
H 0.715 2.234 3.147
H 1.741 2.056 4.461
C -1.700 2.183 -1.520
C -1.735 2.254 0.019
C -3.172 2.375 0.533
C -3.789 3.751 0.296
C -2.896 4.856 0.854
C -1.458 4.796 0.331
N -0.929 3.407 0.540
O -0.501 3.209 1.739
C -1.396 5.204 -1.146
C -0.576 5.766 1.107
C -1.118 0.960 0.535
H -1.754 1.141 -1.837
H -2.533 2.698 -1.992
H -0.772 2.595 -1.917
H -3.180 2.163 1.607
H -3.770 1.599 0.052
H -3.978 3.911 -0.768
H -4.764 3.794 0.784
H -3.306 5.838 0.610
H -2.876 4.782 1.945
H -0.401 5.027 -1.555
H -1.606 6.271 -1.225
H -2.119 4.693 -1.774
H -0.635 5.602 2.180
H -0.909 6.783 0.899
H 0.467 5.677 0.800
H -0.073 0.876 0.221
H -1.664 0.119 0.110
H -1.168 0.881 1.621
C -0.229 -5.131 -1.717
C -1.172 -4.040 -2.263
C -1.588 -4.349 -3.704
C -0.474 -4.134 -4.725
C 0.120 -2.733 -4.600
C 0.589 -2.400 -3.182
N -0.528 -2.684 -2.219
O -1.389 -1.725 -2.172
C 1.857 -3.189 -2.829
C 0.936 -0.919 -3.080
C -2.406 -4.004 -1.368
H -0.814 -5.915 -1.239
H 0.366 -5.610 -2.492
H 0.449 -4.726 -0.966
H -2.436 -3.709 -3.967
H -1.946 -5.380 -3.742
H 0.306 -4.893 -4.612
H -0.878 -4.266 -5.729
H 0.967 -2.615 -5.279
H -0.633 -1.999 -4.901
H 2.112 -3.058 -1.776
H 2.687 -2.810 -3.426
H 1.783 -4.253 -3.032
H 0.114 -0.285 -3.402
H 1.796 -0.715 -3.718
H 1.194 -0.649 -2.054
H -2.140 -3.728 -0.346
H -2.853 -4.998 -1.353
H -3.151 -3.300 -1.729
```

***

Molecular formula: C23H49N4OP3Sn
Method: DFT, ωB97M-V/def2-TZVPD

Calculated values
Net charge: +4
Calculated total energy: -66310.3338 eV
Relative energy (zero: lowest compared OMol25 entry of this formula, charge and spin): 0.0 kcal per mole
Max |F|: 0.0485 hartree/bohr

Structure (XYZ):
```
81
C23H49N4OP3Sn (ωB97M-V/def2-TZVPD)
Sn -0.599 0.353 0.506
P 0.912 1.213 -1.581
P -2.452 2.305 -0.028
P 0.913 -1.877 0.756
H -3.272 -0.674 -0.231
C -2.510 -1.161 0.392
C -2.402 -0.831 1.762
H -3.055 -0.066 2.186
C 0.310 0.457 -3.111
C 0.894 2.995 -1.895
C 2.676 0.813 -1.515
C -3.989 2.130 0.931
C -2.076 4.076 0.137
C -3.009 2.145 -1.757
C 0.214 -3.105 1.897
C 2.634 -1.743 1.315
C 0.995 -2.746 -0.839
H -2.129 -2.128 0.031
H -1.948 -1.545 2.453
H 0.909 0.805 -3.968
H -0.743 0.728 -3.277
H 0.383 -0.639 -3.049
H 1.558 3.222 -2.744
H 1.264 3.529 -1.007
H -0.119 3.348 -2.127
H 3.179 1.230 -2.402
H 2.837 -0.272 -1.490
H 3.122 1.263 -0.616
H -4.699 2.905 0.596
H -3.774 2.278 2.000
H -4.434 1.137 0.783
H -2.772 4.653 -0.493
H -1.044 4.288 -0.173
H -2.212 4.371 1.188
H -3.910 2.760 -1.926
H -3.249 1.090 -1.971
H -2.208 2.481 -2.436
H 0.856 -4.001 1.875
H -0.808 -3.379 1.601
H 0.201 -2.699 2.920
H 3.129 -2.724 1.210
H 2.644 -1.453 2.376
H 3.179 -0.999 0.717
H 1.444 -3.748 -0.711
H 1.605 -2.168 -1.553
H -0.024 -2.864 -1.244
C 0.719 -4.104 -5.225
C 0.107 -4.596 -6.406
C -0.941 -5.506 -6.277
C -1.355 -5.948 -5.010
C -0.698 -5.493 -3.859
C 0.361 -4.597 -3.966
O 1.619 -3.075 -5.239
H 1.808 -2.840 -6.167
H 0.443 -4.242 -7.382
H -1.444 -5.875 -7.173
H -2.187 -6.653 -4.919
H -1.005 -5.835 -2.869
H 0.912 -4.243 -3.089
C 0.328 0.600 3.658
N 0.424 1.536 2.493
C 1.874 1.845 2.254
N 2.499 2.430 3.453
C 2.356 1.495 4.588
N 0.938 1.176 4.868
C 0.252 2.448 5.190
N 0.342 3.416 4.069
C -0.253 2.815 2.863
C 1.773 3.670 3.824
H 0.861 -0.334 3.417
H -0.734 0.403 3.866
H 1.947 2.573 1.427
H 2.403 0.911 1.996
H 2.786 1.972 5.485
H 2.882 0.561 4.346
H -0.809 2.235 5.386
H 0.731 2.894 6.074
H -0.128 3.532 2.037
H -1.317 2.610 3.056
H 2.219 4.069 4.744
H 1.865 4.392 2.999
```